Record 1
A gas-phase ion, C43H54N3O3 (charge +1) in a non-equilibrium geometry. Source: OMol25; level of theory: the ωB97M-V functional and the def2-TZVPD basis.

```
! wB97M-V def2-TZVPD RIJCOSX def2/J DEFGRID3
* xyz 1 1
H -3.0282 -0.3376 2.4101
C 0.3230 -0.2117 2.8239
H 1.4216 -4.2829 -8.8364
H 4.5561 -3.7105 -4.6085
C -0.5191 2.0524 4.4254
C -1.9080 -4.7288 -3.2800
H 2.6065 -3.5262 -2.9865
H -2.9073 -4.8118 -5.2000
H 4.5769 1.2873 -4.7661
C 3.1164 -1.6085 -3.6856
H -2.3522 -1.8368 0.5931
C -1.9555 -3.5873 -8.4942
C -0.8719 -6.4737 -7.9299
H 0.3232 -5.8652 -3.2991
H 0.7203 1.4604 -7.3023
H 5.5736 -2.8637 -3.4295
H -1.1669 -1.7266 -1.6919
H -1.0754 -4.9062 -1.3266
H -4.8452 -6.1042 -4.2943
H -0.7921 -3.5381 0.0226
H -2.3430 -4.3372 -9.1977
H 1.7624 -1.2794 1.6653
H 2.2670 -5.0314 0.7326
C 2.6463 0.5171 -5.4133
H -0.3713 0.2660 -8.0433
C 0.3566 -6.8287 -3.8144
N 0.8506 -2.5503 -4.1707
H 1.9417 -8.1650 -4.4091
H 1.0802 -5.2430 -0.6234
H -4.3584 -7.7815 -0.1381
H -0.0658 1.5506 5.2890
C -0.2403 -6.6317 -5.2204
H 0.1157 -4.7921 -9.9234
C 0.6939 -1.0286 1.7444
H -2.6577 -3.5398 -7.6556
O -5.2078 -6.8431 -1.8436
H -0.5598 1.3602 -5.0380
H 2.4046 -6.4420 -4.4352
H 2.8781 -2.2124 -0.9101
C -0.5939 -5.2944 -7.2283
H -0.2366 -8.8414 -3.2845
H 0.0682 -1.3544 -6.2998
C -2.9739 -5.0923 -4.1416
C 3.8458 0.4726 -4.6993
H 1.0929 0.2087 3.4861
C -4.1467 -6.0977 -2.2456
H 4.0260 -3.5642 -0.9682
H -5.3720 -6.3463 0.2059
C -5.2446 -7.2141 -0.4493
N 0.6695 -3.3014 -5.2827
C -0.5569 -3.9710 -8.0164
C -1.0344 0.1001 3.0561
H -1.5289 -7.6319 -3.0893
H 4.9886 -0.6540 -3.2514
C -0.0088 -2.7741 -0.1346
H -3.1831 -5.7683 -0.2924
C -0.7815 0.3122 -5.2847
H 0.2298 2.4070 3.7015
H 4.5805 -1.8800 -1.2956
H 2.2625 -7.3021 -2.8686
C -0.9082 -7.7083 -7.2859
C -0.0767 -2.9289 -3.1458
C 3.4752 -2.8579 -2.9088
H -1.0997 2.8933 4.7852
H 2.4972 1.3604 -6.0894
C 1.8379 -7.2059 -3.8810
H 0.4762 -3.0505 -9.6969
H -0.9540 -0.2310 -4.3499
H -1.0935 -6.4150 -8.9999
C -0.4027 -5.3718 -5.8268
H -6.1199 -7.8476 -0.4034
C -1.9905 -0.5158 2.2206
C -0.4538 -7.8116 -2.9684
C -0.1773 -2.3195 -1.7481
H 0.6516 -1.5094 -1.7071
H -1.9592 -2.6071 -8.9864
H -0.2087 -7.7081 -1.8987
H -0.5482 -8.7550 -5.4512
C 0.3634 -0.3248 -6.0728
C -0.2565 -1.5655 0.8405
H 0.5213 -5.1336 1.0691
C -1.9867 -5.0755 -1.9201
C -4.0561 -5.7838 -3.6270
C 0.4200 -4.0265 -9.1961
H -0.1886 -3.2099 -7.3180
C 3.7589 -2.6016 -1.4282
H -1.1547 -8.6153 -7.8487
C -0.7684 -3.9668 -3.7027
H 1.3621 -0.0502 -8.0037
C 4.0596 -0.5849 -3.8244
N -0.2818 -4.1887 -4.9867
C 4.7014 -3.5193 -3.5400
C 0.5347 0.3841 -7.4288
O 1.2345 -3.3113 0.2914
C -1.5920 -1.3437 1.1822
C -0.5649 -7.7848 -5.9437
C 1.2889 -4.7522 0.3608
H -1.7062 0.2678 -5.8776
C -3.1245 -5.6408 -1.3847
H 4.9203 -4.4691 -3.0444
C 1.8380 -1.4802 -4.2857
C 1.6566 -0.4618 -5.2637
O -1.4784 1.1514 3.8013
*
```

Output
**HOMO energy**: -10.383 eV
**F_max**: 0.074 hartree/bohr
**HOMO-LUMO gap**: 7.33 eV
**Molecular weight**: 660.9 g mol⁻¹

---

Record 2
A molecular structure, C43H55BI2KN12O4S4 in a non-equilibrium geometry. Source: OMol25; level of theory: the ωB97M-V functional and the def2-TZVPD basis.

```
! wB97M-V def2-TZVPD RIJCOSX def2/J DEFGRID3
* xyz -1 1
H 5.7273 3.1097 5.4913
C 5.2707 2.1453 3.6120
N -0.0258 1.2005 -3.3816
C 3.4133 -0.8849 3.0238
H -0.5388 -2.4156 -5.0419
H 4.0972 -4.7894 -1.9833
N -2.6187 -1.1190 -8.9040
N -1.3246 1.5724 -0.0235
C -1.1396 -0.2658 3.5561
H -5.1523 1.0714 -0.5816
H 4.3154 -3.4713 -0.8162
C -4.2061 2.9608 1.2799
H 3.4771 -1.8244 -2.5913
H -4.9994 -3.1378 0.1701
C -1.4589 -0.4973 -4.9460
H -3.0891 1.0536 -7.4747
C 4.9748 2.4311 5.0867
C -2.5417 0.2898 -6.9341
H 0.4328 -4.0180 -2.5448
C 4.5380 -0.2088 3.3094
N 2.0777 2.0512 -3.5624
C -0.8690 -2.1911 4.6902
K 0.8051 1.3320 -1.2015
H 1.8485 -2.0426 -3.2363
N -2.6322 1.5853 0.0563
O -2.1573 0.3272 -2.6128
C 0.2699 -1.9360 4.0313
O -1.0671 3.9467 -3.3134
H -6.2639 -1.1266 -0.5060
S 1.9759 2.6575 2.5900
C 2.0225 -1.6735 0.0859
H -2.6072 -2.9284 0.7854
H 1.1890 -2.4961 4.0095
C -2.1695 0.4876 -5.6186
H 3.1515 -3.1468 -3.7109
H -2.8654 -2.6621 6.4437
O -0.7363 2.6386 -0.0585
S 3.2591 -0.5771 -0.2488
H -5.1767 6.1542 0.7320
C -3.3819 2.7997 0.1718
H -0.7155 3.0361 -3.3542
S -1.6803 1.2495 3.0998
H 6.8826 0.7778 4.2027
C 0.6549 -3.4374 0.0783
C 6.6687 1.5388 3.4505
N 1.7029 -2.8299 -0.5924
C 3.6089 -4.2101 -1.1977
H 5.4180 3.2606 1.7621
H 4.3175 3.9785 2.9463
H -4.3106 2.1471 1.9868
H 4.9814 1.5099 5.6730
N 0.1133 -0.7715 3.3022
H -1.0988 -3.0011 5.3568
C 1.2031 1.0883 -3.9244
C -3.4655 -2.5164 5.5432
C 2.7398 -2.5575 -2.8869
S -0.9561 -0.0925 -3.2923
C -3.3342 -0.0492 5.8990
C -5.2252 -1.0390 -0.2129
H 3.9696 2.7838 -3.7548
C 2.3668 -3.4999 -1.7454
C 3.2968 1.9891 -4.0659
H -5.4982 4.2994 2.3399
I 2.7918 5.6484 -1.9221
C -4.6798 5.2047 0.5735
H 3.9950 2.9007 5.1857
C 2.9646 1.2616 2.7690
N 1.1912 -1.5918 1.1710
H 5.5073 -0.5856 3.5729
C -3.2736 0.3168 0.1248
H -4.3611 -0.0215 6.2677
H 1.2147 -5.3672 -1.6725
H -3.2921 -3.3454 4.8544
H -1.5220 -0.7109 0.7902
C -2.5594 -0.8143 0.5108
N 4.2756 1.1383 3.1492
H -1.2033 -2.7847 -7.4178
H -2.5907 3.6871 -1.6239
C -3.1756 -1.1749 4.8710
C -1.4805 -1.8724 -6.9012
C -3.1782 -2.0504 0.5118
H -3.7191 5.8392 -1.2376
C -4.8604 4.1646 1.4756
C -2.1960 -0.8932 -7.5914
H 6.0558 4.0889 3.1882
I 2.3308 3.8821 0.3741
O -0.2547 -1.2036 -2.6709
H 2.9650 -0.8071 -5.8862
H 3.2484 -1.9473 2.9870
C -4.5155 -2.1686 0.1592
H 1.7918 -4.8907 -3.2696
N 2.4398 0.0194 2.7023
H -0.2880 4.4960 -3.1560
C 5.2519 3.4480 2.8220
C 1.3818 -4.5144 -2.3335
H -3.0926 0.9042 5.4333
C -1.1074 -1.6703 -5.5838
H -4.0762 -1.8546 3.0125
C 3.7026 0.9815 -4.9307
C -4.1777 -1.0283 3.7194
C 0.3344 -2.6738 1.1340
H -4.5147 -2.5293 5.8352
H 3.3327 -4.8863 -0.3845
N -1.7744 -1.1846 4.3805
H 4.7034 0.9347 -5.3336
N 1.5081 0.0662 -4.7534
C -3.2130 3.8239 -0.7487
H 7.4064 2.3318 3.5588
H -2.6590 -0.2150 6.7418
H 0.1954 -4.3491 -0.2513
C 2.7410 0.0335 -5.2333
C -3.8642 5.0300 -0.5337
H 6.7811 1.1027 2.4568
H -2.4201 1.4021 -5.0951
H -0.4329 -2.8273 1.8705
H -4.0125 -0.0989 3.1869
B 1.0368 -0.3573 2.1319
H 0.5646 0.5485 1.5319
H -5.1935 -1.0305 4.1199
H -2.0619 -1.7798 -9.4199
H -2.8186 -0.2829 -9.4277
C -4.6075 0.2008 -0.2429
*
```

Output
**HOMO energy**: -4.949 eV
**F_max**: 0.055 hartree/bohr
**HOMO-LUMO gap**: 6.99 eV
**Molecular weight**: 1236.0 g mol⁻¹

---

Record 3
A molecular structure, C43H55BI2KN12O4S4 in a non-equilibrium geometry. Source: OMol25; level of theory: the ωB97M-V functional and the def2-TZVPD basis.

```
! wB97M-V def2-TZVPD RIJCOSX def2/J DEFGRID3
* xyz -1 1
H 0.3687 -8.4759 1.8073
C 1.0697 4.4234 -0.4550
C -4.0050 -1.4973 -4.1185
C -2.1134 4.2013 0.8826
C 0.5032 3.5837 3.2011
H 1.1300 2.1067 6.8237
C -4.8256 -1.8284 -2.9485
C 0.8556 -2.9567 -5.6756
H 3.5144 -9.7967 0.6340
H 3.6843 -7.9069 -0.8515
H -3.8979 2.2088 -3.2321
H 2.7859 -5.7004 -1.5031
H 2.7000 -2.3278 -6.5918
C -4.2829 -1.9103 -1.7378
C 0.4052 -6.6199 0.7334
S -1.7598 1.4324 -1.8130
N -0.4223 2.1187 4.5655
C -4.9286 4.5365 -2.1961
H 5.2340 1.8383 0.3539
H 6.3558 4.2557 -1.0985
H 4.0638 4.2792 -3.0067
H -0.3545 3.0374 7.1502
C 2.2649 -6.3061 -0.7726
C 2.0793 -8.3414 0.5117
H -4.5425 1.1167 -1.9983
H 1.4530 -0.0899 -3.1636
H -0.0301 1.3968 0.6061
H -2.5401 2.2488 6.3150
C -3.3122 4.3350 0.2952
N 1.4362 -3.1309 0.0521
H -0.9066 -3.3904 -4.5211
C 4.2606 3.2776 -2.6170
O -3.6757 -0.1065 0.0180
H -5.9371 3.7489 0.2590
H -6.7397 2.7783 -0.9830
S 0.4673 -4.2684 -0.6461
H 0.7856 3.7488 5.3601
H 2.2065 -10.0210 1.6745
C 1.6947 -2.6738 4.0810
H 3.0632 -0.4903 -4.9707
C -2.6826 -1.3518 -4.0240
C 2.2741 -1.7885 3.1896
N 2.2122 -1.9450 1.8721
H -2.2993 0.6255 6.9974
S -1.7909 0.4928 2.7693
C 1.0416 -3.7521 3.5162
H -4.4930 -1.3705 -5.0789
C 0.1464 -1.6961 -3.7447
H 5.4919 4.3463 0.4498
C -0.0576 -2.7314 -4.6583
C 5.0337 1.9133 -0.7105
N -1.4590 3.1397 0.2876
H 4.3796 1.0880 -0.9907
H -2.6716 0.8182 5.2690
C 0.3786 3.2618 4.4947
C 2.3360 2.7705 0.4029
N 2.5432 -9.6181 0.8183
O 1.0824 2.3539 -2.9629
N -2.6457 -0.4576 -0.4783
H 4.9863 5.3666 -0.9123
N 1.0743 3.3144 0.3750
H -0.5545 -0.6283 4.8943
S 2.7823 1.4980 1.4151
C 5.3732 4.3822 -0.6355
C -1.9817 -1.5039 -2.7381
C 1.0894 -5.8465 -0.1949
I 5.4634 -1.8772 -2.8158
H 2.8159 -0.9086 3.5285
O 0.6358 -4.1560 -2.0618
N -0.7083 -1.5370 -2.6246
H 1.0185 0.0400 5.3517
H -0.1246 1.4463 7.8786
C -0.6433 1.3361 5.8128
H -5.8449 4.4556 -2.7857
H 1.0566 4.3879 2.7436
H 5.9698 1.8042 -1.2637
C 0.0511 2.0372 6.9789
O -0.8728 -4.1081 -0.1367
H -4.0987 4.7488 -2.8733
C 2.1794 -1.1118 -4.9011
C 4.4369 3.2638 -1.0920
H -2.0827 -1.1037 -4.8885
C 1.2791 -0.8978 -3.8676
C -4.6747 2.0854 -2.4816
C -2.1394 1.2512 6.1141
C 1.5354 -3.0094 1.4343
H 1.7512 -2.5335 5.1525
H -0.0751 -0.5892 6.6095
H 5.1732 2.9043 -3.0870
C 2.7593 -7.5462 -0.4137
H 0.1873 5.0221 -0.6133
H 1.0382 3.0649 -2.3109
H 0.2128 1.9186 -2.9123
H -2.4138 -2.4385 -0.8676
H 0.6992 -3.7840 -6.3589
C 1.9761 -2.1442 -5.8060
C -0.7853 1.7522 3.2856
N -3.4073 3.3527 -0.6861
H -5.6521 2.0932 -2.9736
H -1.6700 4.7641 1.6886
C 2.3033 4.5617 -0.9656
C -2.8360 -1.6306 -1.4776
H -4.8953 -2.1001 -0.8674
H -5.0423 5.3777 -1.5104
H 2.6834 5.3035 -1.6455
C -4.6832 3.2164 -1.4597
C -0.0272 -0.0549 5.6552
H -5.5594 2.0208 0.1075
N -0.2167 2.6701 2.4553
I 3.0987 -2.5796 -1.1979
N 0.9533 -3.9345 2.2029
N 3.0911 3.5217 -0.4735
H -4.1032 5.0332 0.5015
K 0.1681 -1.0288 -0.2908
H -5.8903 -1.9868 -3.0805
H 0.5725 -4.5158 4.1312
H -0.5011 -6.2245 1.1737
B -0.1487 2.5266 0.9115
C -2.2430 2.6365 -0.6984
H 3.4361 2.6228 -2.9070
C 0.8949 -7.8641 1.0813
C -5.7985 2.9297 -0.4486
*
```

Output
**HOMO energy**: -4.766 eV
**F_max**: 0.039 hartree/bohr
**HOMO-LUMO gap**: 6.72 eV
**Molecular weight**: 1236.0 g mol⁻¹

---

Record 4
A molecular structure, C43H55Cl5P2PdSi in a non-equilibrium geometry. Source: OMol25; level of theory: the ωB97M-V functional and the def2-TZVPD basis.

```
! wB97M-V def2-TZVPD RIJCOSX def2/J DEFGRID3
* xyz 0 1
H -5.4538 -2.9430 -2.9561
H -3.9504 2.2628 4.0072
C -5.4875 0.2985 3.0994
H -0.5774 0.3649 5.0415
H -4.7754 -4.0670 2.3491
H -3.1289 2.7464 2.5425
C 0.0254 -0.4510 3.1313
C -0.2557 -3.3182 -0.8134
H -1.4120 -1.5667 -2.6820
C -5.2316 -0.9347 -2.1761
H -2.1364 0.3838 -1.2777
H 0.7448 2.0175 1.6768
C -0.9966 3.1090 0.9700
C 3.2299 -1.0245 0.6150
Cl 0.3985 -2.3967 -3.9018
H 1.8712 3.8887 3.2713
C 0.7239 4.7805 1.6818
H -4.5044 0.1166 5.0270
H 2.2266 -3.0042 2.8584
C -3.3616 -2.4318 -2.9135
C 1.2837 -0.9798 -3.4549
C -0.2692 2.2542 2.0284
C -2.4975 0.8198 3.3437
C -2.8147 -4.9497 2.4693
C -2.7851 -3.3847 0.4802
H 0.4657 -6.1692 -2.4838
H -1.0561 -4.0701 1.5776
H -1.3553 -4.5642 -2.1664
H 2.9836 -3.8085 0.0235
H -2.5439 -1.1995 4.1265
H 2.6481 -5.7960 -1.3777
C -2.8533 -0.1827 -1.9305
C 0.0146 -0.3750 4.5249
H -2.3941 -5.3820 -0.1902
C -0.6943 4.5982 1.1558
P -1.6556 -2.1939 -0.4504
C -4.7659 -2.3797 -2.3188
H -5.3473 -4.8192 0.2040
C 1.5470 -2.2058 4.7176
H -4.4751 -6.3326 0.3811
H -2.3493 -5.8916 2.1733
C 0.6115 -5.3172 -1.8366
H 2.1180 -2.8942 5.3222
H -4.2789 0.8119 1.3707
C -4.2451 -0.1570 -1.3107
C -3.5582 1.8896 3.0559
C 0.8424 4.2103 3.1015
H -5.3690 2.0940 1.8956
H -0.6936 2.7926 -0.0328
Cl 2.7907 -1.6810 -5.6154
H -1.0806 3.3892 3.6785
H -2.7190 -4.8673 3.5522
C 0.9840 -3.0781 -0.2043
Cl 4.5864 0.7387 -4.9397
H -4.7653 -2.8424 -1.3335
H -2.0765 2.9510 1.0169
H -6.2259 -0.9123 -1.7241
H -4.7866 -5.8025 2.6322
Cl 1.4254 1.8388 -0.7556
C -2.3482 -1.6209 -2.1069
H -3.5188 -4.5276 -1.2348
H 0.6143 4.9900 3.8299
H 0.7467 -1.1169 6.3861
C 0.8956 -0.1945 -2.3626
H -4.9596 -1.4206 4.3067
H -2.0416 -2.9165 2.4614
H -5.9827 -0.4224 2.4458
H -2.8823 0.3178 -2.9025
H 3.4186 -0.0009 0.9239
P -1.0990 0.5829 2.0786
C -2.0884 -3.7752 1.7903
C -0.1111 3.0270 3.3327
H -2.0214 1.1141 4.2809
C 2.8970 1.1865 -2.8719
C 0.7725 -1.2260 5.3102
H -3.3965 -1.9946 -3.9177
C 1.8326 -5.1046 -1.2176
H -3.2327 -1.0226 2.5098
Cl 3.8985 2.5202 -2.4443
C -4.2883 -5.0053 2.0789
C 1.6007 -2.2646 3.3386
H -3.6768 -2.7936 0.7174
H 3.6138 -1.1457 -0.3926
Si 1.3358 -1.4106 0.6678
C -4.7046 1.3026 2.2467
H -4.1970 -0.6215 -0.3209
H -6.2663 0.8189 3.6591
Pd -0.3141 -0.0623 -0.2925
C -4.5621 -0.4295 4.0826
C -3.1610 -0.5541 3.4974
H 1.4181 4.2736 1.0096
H -4.5859 0.8739 -1.1974
C 0.8783 -1.3911 2.5361
C 2.0159 -3.9857 -0.4267
C -3.2267 -4.6785 -0.2003
H 0.9885 5.8393 1.6887
C 1.7704 0.8687 -2.1298
C 2.3942 -0.6985 -4.2531
H 0.3062 2.3764 4.1031
H -3.0296 -3.4631 -3.0336
H -5.2990 -0.4723 -3.1635
H 3.7886 -1.6756 1.2790
C 3.2067 0.3946 -3.9710
C -4.4188 -5.2609 0.5732
C -0.4253 -4.4236 -1.6377
H -0.8145 5.1230 0.2059
H -1.3954 5.0424 1.8666
*
```

Output
**HOMO energy**: -6.249 eV
**F_max**: 0.028 hartree/bohr
**HOMO-LUMO gap**: 5.83 eV
**Molecular weight**: 945.6 g mol⁻¹